The following is a DFT calculation (wB97M-V/def2-TZVPD) of 3 unconnected molecules or ions with the total composition C14H33ClFNO2P.

XYZ file:
```
53
Properties=species:S:1:pos:R:3:forces:R:3
O 3.568456 -5.457646 1.266724 -0.18 -0.98 0.65
C 3.877510 -4.767739 0.384818 0.14 1.23 -0.20
F 4.628204 -5.192815 -0.673266 -0.77 0.69 0.57
C 3.507433 -3.252911 0.331840 2.46 0.12 -1.21
N 2.365541 -3.040220 -0.639735 1.61 -1.19 0.90
P 0.674627 -3.134100 0.035508 -4.01 0.16 -0.21
O 0.309513 -4.758175 0.087445 1.11 1.61 -0.09
Cl 0.599366 -2.524801 2.003464 1.23 -0.87 -0.91
H 4.398739 -2.744208 -0.119392 -0.73 -0.31 0.38
H 3.364351 -2.791407 1.326905 -0.48 -0.61 -0.60
H 2.439829 -3.798496 -1.343131 -0.21 0.36 0.10
H 2.487795 -2.156841 -1.165105 -0.36 -0.10 0.46
H -0.505676 -4.845559 -0.449331 0.38 -0.15 0.25
C 0.825896 3.972687 -2.053824 0.08 0.06 0.06
C 2.197855 3.340052 -2.259255 -0.12 0.01 -0.05
C 2.143546 1.823928 -2.442724 0.19 -0.09 -0.06
C 1.594722 1.046086 -1.245027 -0.11 0.21 0.09
C 2.337830 1.259137 0.073053 0.00 -0.29 -0.04
C 3.791898 0.802787 0.025781 -0.05 0.27 0.18
H 0.344080 3.608645 -1.143531 -0.03 0.02 -0.03
H 0.919059 5.056147 -1.965199 -0.07 -0.04 0.00
H 0.168475 3.759833 -2.900001 -0.01 -0.01 0.05
H 2.851653 3.601504 -1.421992 0.02 -0.03 -0.03
H 2.653352 3.778837 -3.150950 0.04 -0.05 0.05
H 3.149240 1.462677 -2.683128 -0.03 0.00 0.00
H 1.526837 1.593176 -3.317244 0.00 0.02 0.02
H 1.611680 -0.028061 -1.492181 -0.04 -0.06 -0.02
H 0.541224 1.301646 -1.098369 0.01 -0.08 -0.02
H 1.821146 0.692720 0.856253 -0.04 0.10 0.02
H 2.290981 2.307907 0.373956 -0.01 -0.02 -0.04
H 3.860202 -0.261551 -0.232958 0.06 -0.03 -0.07
H 4.264508 0.941741 0.999849 0.05 -0.08 -0.06
H 4.370762 1.370137 -0.703908 0.01 -0.10 -0.01
C -6.175214 0.081261 1.071510 0.02 -0.15 -0.04
C -5.000611 -0.333486 1.950336 -0.09 0.12 0.06
C -4.050338 0.819133 2.275644 0.12 -0.11 0.05
C -3.352290 1.448605 1.067909 -0.12 0.05 -0.04
C -2.530831 0.482897 0.214622 0.08 0.14 0.02
C -1.371296 -0.153367 0.972294 -0.15 0.03 -0.13
H -5.843052 0.440076 0.095173 -0.04 0.02 0.02
H -6.838892 -0.768582 0.901112 -0.02 0.07 -0.02
H -6.757783 0.872220 1.548899 0.03 0.00 -0.05
H -4.457051 -1.155052 1.472576 0.02 0.01 0.02
H -5.393505 -0.732517 2.889939 0.07 -0.02 -0.03
H -3.297351 0.462925 2.986809 -0.01 0.04 0.00
H -4.607867 1.602026 2.798750 0.01 -0.03 -0.02
H -2.697577 2.250283 1.426493 0.00 -0.02 -0.03
H -4.096038 1.934226 0.429725 0.02 -0.02 0.02
H -2.126025 1.036159 -0.639238 -0.05 -0.03 -0.01
H -3.170620 -0.299269 -0.203686 -0.02 0.03 0.02
H -0.694397 0.611880 1.362237 -0.01 -0.04 0.05
H -0.799120 -0.801764 0.305678 0.00 0.08 -0.02
H -1.720777 -0.762772 1.807873 0.00 0.05 0.01
```
Positions in Å, forces in eV/Å.

## Properties
total energy	-45161.0860	eV
net charge	+1
molar mass	332.85	g mol⁻¹